C8H20ClInTm as an isolated structure in a non-equilibrium geometry. Source: the OMol25 dataset; level of theory: ωB97M-V/def2-TZVPD.

XYZ file:
```
31
Properties=species:S:1:pos:R:3:forces:R:3
Tm 0.3100 -1.3766 -2.7474 0.1 0.5 -0.3
Cl 1.1807 0.8171 -1.8336 0.1 0.4 0.4
C -0.7870 -0.4647 -4.5931 -0.4 0.2 -0.3
C 2.0635 -1.3050 -4.2289 0.8 -0.3 -0.4
H -0.3227 -0.9197 -5.4940 -0.4 0.1 0.3
H -1.8728 -0.4785 -4.6811 -0.3 -0.1 -0.3
H -0.5227 0.6082 -4.6347 0.1 -0.2 0.1
H 1.7961 -1.6581 -5.2425 0.3 -0.1 0.3
H 3.0295 -1.7155 -3.9275 0.3 -0.3 -0.2
H 2.2758 -0.2288 -4.3397 -0.3 -0.1 0.0
In -0.2768 -0.2017 0.2337 0.2 0.1 0.0
C -1.9758 1.0672 -0.2740 0.0 -0.1 0.0
C -0.2411 -2.2249 -0.5870 0.0 -0.5 0.6
H -2.3982 0.7071 -1.2274 0.0 0.3 0.4
H -2.7143 0.9871 0.5380 0.0 0.3 -0.4
H -1.5983 2.0980 -0.3882 -0.4 -0.4 0.1
H 0.4711 -2.8077 0.0482 -0.3 0.3 -0.4
H -1.2482 -2.6050 -0.3201 0.2 0.0 -0.2
C -0.8025 -0.2587 3.5754 0.0 0.2 0.0
C -0.0518 0.9562 3.0560 0.8 1.0 -0.1
C 0.7242 1.6414 4.2106 -0.2 -0.1 0.0
C 0.8981 0.6206 1.8893 -0.4 -0.4 -0.2
H -0.1009 -0.9791 3.9955 0.1 -0.1 0.1
H -1.3464 -0.7732 2.7822 -0.1 0.0 0.0
H -1.5085 0.0259 4.3602 0.0 -0.1 0.0
H -0.7631 1.7159 2.6844 0.0 -0.3 0.1
H 1.4325 0.9167 4.6478 -0.1 0.3 -0.1
H 1.2913 2.5127 3.8366 -0.2 -0.4 0.2
H 0.0336 1.9796 5.0072 0.3 -0.1 -0.2
H 1.4143 1.5064 1.4684 -0.1 -0.4 0.5
H 1.6105 -0.1628 2.1859 0.1 0.4 0.1
```
Forces are in eV/Å.

## Properties
charge = -1
LUMO (alpha / beta) = 2.6 / 2.6 eV
multiplicity = 3
electronic energy = -55845.917 eV
HOMO level (alpha / beta) = -0.154 / -0.152 hartree
largest force on an atom = 0.0253 hartree/bohr

Atomic partial charges in e from the natural (NBO) method, atoms 1 to 4: atom 1 (Tm): 1.9225, atom 2 (Cl): -0.5595, atom 3 (C): -1.3422, atom 4 (C): -1.3358